This record from OMol25 describes C5H4ClFO as an isolated structure. The level of theory is ωB97M-V with the def2-TZVPD basis set.

Computed properties:
spin multiplicity	1
energy relative to the best compared isomer or geometry (same formula, charge and spin)	1.891	eV
maximum force	0.0150	hartree/bohr
E_LUMO	1.0	eV
gap between HOMO and LUMO	10.45	eV
E_tot	-22534.5969	eV

Cartesian coordinates (Å):
C -0.91 0.70 -0.41
C -0.82 -0.49 0.58
C 0.22 -0.16 -1.04
C 1.28 -0.07 0.07
C 0.58 -0.32 1.18
H -1.82 0.70 -1.02
H -1.64 -0.84 1.21
H 0.51 -0.15 -2.08
H 0.88 -0.33 2.23
O -0.56 -1.30 -0.60
F -0.64 1.96 0.05
Cl 2.93 0.30 -0.17

Want to see where the charge sits? The Löwdin charges in e are:
1 C -0.20
2 C -0.20
3 C -0.20
4 C -0.65
5 C -0.01
6 H 0.16
7 H 0.15
8 H 0.15
9 H 0.12
10 O -0.04
11 F 0.02
12 Cl 0.70

This record from OMol25 describes a 2-piece molecular cluster, C5H9NO overall in a non-equilibrium geometry. The level of theory is ωB97M-V with the def2-TZVPD basis set.

Computed properties:
spin multiplicity	1
energy relative to the best compared isomer or geometry (same formula, charge and spin)	2.368	eV
SMILES	CC(C)C=O.C#N
maximum force	0.0303	hartree/bohr
E_LUMO	0.8	eV
gap between HOMO and LUMO	10.66	eV
E_tot	-8866.8451	eV

Cartesian coordinates (Å):
C 0.73 1.09 0.63
C 0.37 -0.39 0.47
C 1.41 -1.17 -0.35
C -1.06 -0.81 0.34
O -2.01 -0.17 0.73
H 0.99 1.59 -0.32
H 1.61 1.13 1.27
H -0.10 1.63 1.08
H 0.21 -0.86 1.47
H 2.40 -1.05 0.09
H 1.15 -2.24 -0.37
H 1.48 -0.83 -1.39
H -1.09 -1.92 0.22
C -2.06 1.34 -1.28
N -1.05 1.45 -1.82
H -3.00 1.21 -0.78

Want to see where the charge sits? The Löwdin charges in e are:
1 C -0.08
2 C -0.39
3 C -0.06
4 C -0.28
5 O -0.02
6 H 0.07
7 H 0.08
8 H 0.08
9 H 0.15
10 H 0.08
11 H 0.07
12 H 0.09
13 H 0.14
14 C -0.07
15 N 0.09
16 H 0.07

This record from OMol25 describes C4H4N2O as an isolated structure in a non-equilibrium geometry. The level of theory is ωB97M-V with the def2-TZVPD basis set.

Computed properties:
spin multiplicity	1
energy relative to the best compared isomer or geometry (same formula, charge and spin)	5.818	eV
maximum force	0.1833	hartree/bohr
E_LUMO	0.8	eV
gap between HOMO and LUMO	10.39	eV
E_tot	-9234.6696	eV

Cartesian coordinates (Å):
C 0.15 -1.46 -1.10
C -0.61 -0.16 0.20
C 1.16 1.06 -0.21
C 0.42 0.00 -0.61
H 1.05 -2.17 -0.61
H -0.17 -1.74 -2.04
H 0.35 2.49 0.92
H 2.27 1.65 -0.05
N -0.75 0.70 1.16
N 0.51 1.32 0.92
O -1.06 -1.37 -0.30

Want to see where the charge sits? The Löwdin charges in e are:
1 C -0.05
2 C -0.42
3 C -0.09
4 C -0.18
5 H 0.18
6 H 0.08
7 H 0.22
8 H 0.20
9 N 0.15
10 N -0.11
11 O 0.01

This record from OMol25 describes C4H10Cl4Hg2O2 as an isolated structure in a non-equilibrium geometry. The level of theory is ωB97M-V with the def2-TZVPD basis set.

Computed properties:
spin multiplicity	1
energy relative to the best compared isomer or geometry (same formula, charge and spin)	0.451	eV
maximum force	0.0234	hartree/bohr
E_LUMO	-12.4	eV
gap between HOMO and LUMO	2.76	eV
E_tot	-66820.5741	eV
charge	+2

Cartesian coordinates (Å):
Hg 2.36 0.42 1.10
Hg 0.07 -0.86 3.24
C -0.49 -1.01 0.10
O 0.34 -0.37 1.08
H -0.66 -2.06 0.30
H -1.46 -0.50 0.05
H -0.09 -0.90 -0.91
C 2.36 1.23 4.32
O 1.86 0.38 3.28
H 3.43 1.34 4.15
H 1.85 2.19 4.40
H 2.27 0.72 5.28
C -3.41 2.21 -1.15
Cl -2.53 3.36 -0.16
Cl -3.99 0.88 -0.10
H -4.30 2.60 -1.64
H -2.73 1.83 -1.90
C 0.89 -2.30 -4.21
Cl 1.15 -1.08 -5.45
Cl 2.33 -3.32 -3.95
H 0.65 -1.78 -3.30
H 0.10 -2.97 -4.52

Want to see where the charge sits? The Löwdin charges in e are:
1 Hg 1.46
2 Hg 1.46
3 C -0.16
4 O -0.58
5 H 0.09
6 H 0.05
7 H 0.08
8 C -0.15
9 O -0.60
10 H 0.09
11 H 0.10
12 H 0.09
13 C -0.99
14 Cl 0.50
15 Cl 0.48
16 H 0.04
17 H 0.02
18 C -1.04
19 Cl 0.53
20 Cl 0.50
21 H -0.01
22 H 0.03

This record from OMol25 describes C31H25N5OsS2Te as an isolated structure. The level of theory is ωB97M-V with the def2-TZVPD basis set.

Computed properties:
spin multiplicity	5
expectation value of S²	6.075
maximum force	0.0071	hartree/bohr
E_LUMO (spin up / spin down)	-6.3 / -8.6	eV
gap between HOMO and LUMO (spin up / spin down)	6.40 / 4.09	eV
E_tot	-71420.4205	eV
charge	+2

Cartesian coordinates (Å):
Os 0.64 2.73 -0.21
C -1.39 2.90 2.36
C 0.01 2.81 2.86
C 0.26 2.92 4.24
C 1.54 2.91 4.71
C 2.61 2.80 3.79
C 3.96 2.81 4.21
C 4.99 2.71 3.31
C 4.70 2.62 1.95
C 3.38 2.61 1.48
S 3.09 2.54 -0.18
C 2.30 2.69 2.43
N 1.01 2.67 1.98
H -2.10 2.73 3.17
H -1.59 2.18 1.57
H -1.58 3.89 1.95
H -0.58 3.02 4.91
H 1.75 3.00 5.76
H 4.17 2.88 5.27
H 6.02 2.72 3.64
H 5.50 2.57 1.22
C -3.07 2.53 -1.12
Te -1.25 2.99 -2.14
C -1.56 1.09 -3.05
C -3.07 0.95 -3.05
C -3.71 0.13 -3.96
C -5.09 0.01 -3.93
C -5.83 0.71 -2.99
C -5.19 1.54 -2.08
C -3.80 1.65 -2.10
H -3.59 3.46 -0.89
H -2.83 2.01 -0.19
H -1.07 0.32 -2.44
H -1.13 1.09 -4.04
H -3.14 -0.41 -4.71
H -5.60 -0.62 -4.65
H -6.91 0.63 -2.97
H -5.77 2.10 -1.35
S 0.82 7.38 -0.07
C 0.76 5.83 -0.10
N 0.71 4.63 -0.13
N 1.47 -4.36 -1.56
C 1.30 -5.68 -1.21
C 1.71 -6.87 -1.82
C 1.36 -8.03 -1.17
C 0.64 -8.03 0.05
C 0.25 -6.86 0.64
C 0.59 -5.66 0.00
N 0.34 -4.36 0.37
C 0.86 -3.62 -0.57
C 0.80 -2.17 -0.54
C 0.18 -1.55 0.54
C 0.12 -0.18 0.59
N 0.64 0.61 -0.37
C 1.23 0.02 -1.42
C 1.33 -1.35 -1.54
H 1.96 -4.03 -2.37
H 2.26 -6.88 -2.75
H 1.66 -8.98 -1.60
H 0.40 -8.98 0.51
H -0.30 -6.85 1.57
H -0.25 -2.15 1.33
H -0.34 0.33 1.43
H 1.62 0.67 -2.19
H 1.82 -1.75 -2.41

Want to see where the charge sits? The Löwdin charges in e are:
1 Os 1.00
2 C -0.02
3 C -0.28
4 C 0.03
5 C 0.05
6 C -0.13
7 C 0.05
8 C -0.02
9 C -0.05
10 C -0.57
11 S 0.83
12 C -0.21
13 N -0.02
14 H 0.10
15 H 0.03
16 H 0.10
17 H 0.13
18 H 0.14
19 H 0.14
20 H 0.13
21 H 0.12
22 C -0.37
23 Te 1.41
24 C -0.37
25 C -0.30
26 C -0.02
27 C -0.05
28 C -0.05
29 C -0.02
30 C -0.30
31 H 0.07
32 H 0.04
33 H 0.04
34 H 0.07
35 H 0.12
36 H 0.12
37 H 0.12
38 H 0.12
39 S 0.85
40 C -0.89
41 N -0.26
42 N 0.18
43 C -0.18
44 C -0.01
45 C -0.06
46 C -0.06
47 C 0.00
48 C -0.21
49 N 0.19
50 C -0.29
51 C -0.09
52 C 0.04
53 C -0.10
54 N -0.21
55 C -0.18
56 C 0.03
57 H 0.16
58 H 0.12
59 H 0.11
60 H 0.11
61 H 0.12
62 H 0.13
63 H 0.10
64 H 0.11
65 H 0.12

This record from OMol25 describes C55H60Cl3GeMgN5O4P2S3 as an isolated structure in a non-equilibrium geometry. The level of theory is ωB97M-V with the def2-TZVPD basis set.

Computed properties:
spin multiplicity	1
energy relative to the best compared isomer or geometry (same formula, charge and spin)	1.472	eV
maximum force	0.0937	hartree/bohr
E_LUMO	0.1	eV
gap between HOMO and LUMO	7.37	eV
E_tot	-224268.3004	eV

Cartesian coordinates (Å):
Mg -0.11 -0.26 0.25
S -3.23 -2.93 -0.15
P -1.92 -3.01 -1.61
S -0.60 -1.50 -1.90
C -2.80 -3.22 -3.21
C -2.82 -2.24 -4.19
C -3.55 -2.43 -5.36
C -4.27 -3.60 -5.54
C -4.25 -4.58 -4.57
C -3.53 -4.40 -3.40
C -0.96 -4.57 -1.57
C 0.06 -4.79 -2.48
C 0.69 -6.02 -2.54
C 0.31 -7.04 -1.68
C -0.70 -6.82 -0.75
C -1.33 -5.59 -0.69
H -2.24 -1.33 -4.04
H -3.55 -1.66 -6.12
H -4.85 -3.74 -6.45
H -4.81 -5.50 -4.71
H -3.52 -5.15 -2.63
H 0.36 -3.99 -3.15
H 1.49 -6.19 -3.26
H 0.80 -8.01 -1.74
H -0.99 -7.62 -0.08
H -2.12 -5.40 0.02
C -1.94 5.14 0.29
N -1.50 3.92 -0.36
C -1.11 4.07 -1.75
P -1.90 2.38 0.15
O -0.80 1.46 -0.28
N -2.09 2.58 1.78
C -0.93 3.02 2.55
C -3.17 1.98 2.54
N -3.33 1.97 -0.55
C -3.70 0.57 -0.77
C -4.44 2.90 -0.57
H -1.09 5.77 0.56
H -2.50 4.91 1.19
H -2.58 5.73 -0.38
H -0.23 4.71 -1.83
H -1.92 4.52 -2.34
H -0.88 3.09 -2.17
H -0.18 3.42 1.87
H -0.47 2.20 3.10
H -1.23 3.80 3.26
H -3.92 1.58 1.86
H -3.63 2.74 3.18
H -2.82 1.16 3.17
H -2.83 -0.07 -0.67
H -4.10 0.44 -1.78
H -4.46 0.23 -0.05
H -4.07 3.92 -0.46
H -5.16 2.71 0.24
H -4.97 2.82 -1.52
Cl 10.81 3.81 2.04
C 9.24 3.16 1.73
C 8.29 3.92 1.06
C 7.04 3.38 0.82
C 6.71 2.09 1.22
C 5.32 1.57 0.90
C 5.35 0.46 -0.16
N 3.99 0.24 -0.63
C 3.42 0.77 -1.76
C 2.08 0.52 -1.66
N 1.84 -0.12 -0.48
C 3.00 -0.29 0.11
O 4.62 1.07 2.02
C 3.57 1.89 2.51
C 4.00 3.29 2.86
C 4.90 3.58 3.84
Cl 5.65 2.48 4.91
S 5.25 5.27 3.94
C 4.16 5.60 2.65
C 3.58 4.46 2.18
C 7.68 1.35 1.91
Cl 7.37 -0.25 2.49
C 8.94 1.88 2.15
H 8.53 4.92 0.74
H 6.30 3.98 0.31
H 4.75 2.40 0.46
H 5.73 -0.45 0.29
H 5.98 0.74 -1.00
H 4.01 1.26 -2.52
H 1.28 0.77 -2.34
H 3.15 -0.74 1.08
H 3.19 1.37 3.40
H 2.75 1.93 1.78
H 4.02 6.61 2.32
H 2.86 4.45 1.38
H 9.67 1.29 2.68
O -0.52 -1.39 1.78
C 0.27 -0.70 2.48
O 0.78 0.36 2.03
C 0.59 -1.10 3.91
C -0.53 -0.57 4.81
Ge 0.05 -0.22 6.66
C 0.38 -1.89 7.64
C 1.42 -2.74 7.27
C 1.62 -3.94 7.93
C 0.79 -4.31 8.97
C -0.25 -3.47 9.36
C -0.45 -2.27 8.70
C 1.68 0.89 6.60
C 2.85 0.52 7.27
C 3.97 1.34 7.23
C 3.94 2.53 6.52
C 2.78 2.90 5.84
C 1.66 2.09 5.89
C -1.32 0.85 7.58
C -1.08 1.28 8.88
C -2.01 2.06 9.56
C -3.19 2.43 8.93
C -3.44 2.02 7.63
C -2.51 1.23 6.96
H 1.54 -0.62 4.16
H 0.69 -2.18 4.00
H -1.38 -1.25 4.81
H -0.89 0.39 4.42
H 2.07 -2.47 6.45
H 2.43 -4.60 7.62
H 0.95 -5.25 9.49
H -0.90 -3.76 10.17
H -1.26 -1.62 8.99
H 2.88 -0.41 7.82
H 4.88 1.05 7.75
H 4.81 3.17 6.49
H 2.76 3.83 5.29
H 0.76 2.38 5.37
H -0.15 1.00 9.37
H -1.81 2.39 10.57
H -3.91 3.04 9.45
H -4.36 2.31 7.14
H -2.72 0.90 5.95

Results of the Löwdin charge analysis, in e, for atoms 1 through 99:
1 Mg 0.40
2 S 0.22
3 P 0.07
4 S 0.33
5 C -0.38
6 C -0.12
7 C -0.09
8 C -0.10
9 C -0.09
10 C -0.09
11 C -0.38
12 C -0.10
13 C -0.09
14 C -0.10
15 C -0.09
16 C -0.12
17 H 0.06
18 H 0.10
19 H 0.10
20 H 0.10
21 H 0.10
22 H 0.09
23 H 0.10
24 H 0.10
25 H 0.10
26 H 0.06
27 C -0.12
28 N -0.30
29 C -0.09
30 P 0.57
31 O -0.31
32 N -0.29
33 C -0.09
34 C -0.07
35 N -0.29
36 C -0.10
37 C -0.09
38 H 0.09
39 H 0.07
40 H 0.08
41 H 0.09
42 H 0.09
43 H 0.08
44 H 0.08
45 H 0.06
46 H 0.09
47 H 0.07
48 H 0.09
49 H 0.08
50 H 0.00
51 H 0.10
52 H 0.08
53 H 0.06
54 H 0.08
55 H 0.09
56 Cl 0.69
57 C -0.67
58 C -0.09
59 C -0.02
60 C -0.18
61 C -0.29
62 C -0.06
63 N -0.06
64 C -0.04
65 C -0.13
66 N 0.00
67 C -0.12
68 O -0.13
69 C -0.13
70 C -0.32
71 C -0.91
72 Cl 0.85
73 S 1.02
74 C -0.40
75 C -0.14
76 C -0.58
77 Cl 0.75
78 C -0.13
79 H 0.11
80 H 0.12
81 H 0.15
82 H 0.11
83 H 0.14
84 H 0.12
85 H 0.10
86 H 0.15
87 H 0.13
88 H 0.12
89 H 0.07
90 H 0.12
91 H 0.11
92 O -0.04
93 C -0.64
94 O -0.07
95 C -0.15
96 C -0.24
97 Ge 1.03
98 C -0.27
99 C -0.12

Please write out number 4 again, unchanged.
This record from OMol25 describes C4H10Cl4Hg2O2 as an isolated structure in a non-equilibrium geometry. The level of theory is ωB97M-V with the def2-TZVPD basis set.

Computed properties:
spin multiplicity	1
energy relative to the best compared isomer or geometry (same formula, charge and spin)	0.451	eV
maximum force	0.0234	hartree/bohr
E_LUMO	-12.4	eV
gap between HOMO and LUMO	2.76	eV
E_tot	-66820.5741	eV
charge	+2

Cartesian coordinates (Å):
Hg 2.36 0.42 1.10
Hg 0.07 -0.86 3.24
C -0.49 -1.01 0.10
O 0.34 -0.37 1.08
H -0.66 -2.06 0.30
H -1.46 -0.50 0.05
H -0.09 -0.90 -0.91
C 2.36 1.23 4.32
O 1.86 0.38 3.28
H 3.43 1.34 4.15
H 1.85 2.19 4.40
H 2.27 0.72 5.28
C -3.41 2.21 -1.15
Cl -2.53 3.36 -0.16
Cl -3.99 0.88 -0.10
H -4.30 2.60 -1.64
H -2.73 1.83 -1.90
C 0.89 -2.30 -4.21
Cl 1.15 -1.08 -5.45
Cl 2.33 -3.32 -3.95
H 0.65 -1.78 -3.30
H 0.10 -2.97 -4.52

Want to see where the charge sits? The Löwdin charges in e are:
1 Hg 1.46
2 Hg 1.46
3 C -0.16
4 O -0.58
5 H 0.09
6 H 0.05
7 H 0.08
8 C -0.15
9 O -0.60
10 H 0.09
11 H 0.10
12 H 0.09
13 C -0.99
14 Cl 0.50
15 Cl 0.48
16 H 0.04
17 H 0.02
18 C -1.04
19 Cl 0.53
20 Cl 0.50
21 H -0.01
22 H 0.03

Which of these has the lowest E_tot? C55H60Cl3GeMgN5O4P2S3

spin multiplicity of number 4 (C4H10Cl4Hg2O2)? 1

Which value of spin multiplicity does entry 6 give? 1